This record from OMol25 describes C2H5ErO2 as an isolated structure in a non-equilibrium geometry. The level of theory is ωB97M-V/def2-TZVPD.

The geometry in XYZ format:
```
10
Properties=species:S:1:pos:R:3:forces:R:3:mulliken_charge:R:1
C 0.8195 0.6347 -0.6960 1.24 0.83 0.05 -1.01
H 0.1929 1.5062 -0.4752 -0.46 -0.07 -0.11 0.46
H 1.5363 0.8381 -1.4970 -0.40 -0.37 -0.39 0.36
C 1.3929 0.0372 0.4864 -0.39 0.69 0.29 0.62
O 0.7234 -0.6054 1.3201 -2.35 -1.55 0.75 -0.45
Er -1.3617 -1.5794 1.7681 1.67 1.37 -2.01 2.28
H 2.4164 0.3206 0.7757 0.22 -0.36 -0.23 0.40
O -1.9304 -0.7503 -0.3227 3.88 1.45 0.74 -0.65
H -2.7821 -0.3279 -0.5202 -0.32 0.23 -0.61 0.45
H -1.0072 -0.0738 -0.8391 -3.09 -2.23 1.51 0.53
```
Positions in Å, forces in eV/Å.

Its HOMO energy (spin up / spin down) is -0.87648 / -0.93043 Ha. As for the multiplicity: 5. As for the expectation value of S²: 6.01. The net charge is +3.